Record 1
A structure of composition C31H30N6O3Sr. Source: the OMol25 dataset; level of theory: wB97M-V/def2-TZVPD.

Positions of all 71 atoms, in Å:
Sr -0.547 -0.091 0.310
C -2.174 4.395 -1.060
C -2.008 2.930 -0.780
N -0.935 2.417 -0.292
N 0.144 3.238 -0.103
C 1.027 2.691 0.734
O 0.871 1.629 1.390
C 2.333 3.416 0.841
C 3.345 2.843 1.606
C 4.591 3.447 1.687
C 4.834 4.631 1.004
C 3.824 5.210 0.244
C 2.579 4.606 0.162
C -3.134 1.994 -1.035
C -4.333 2.431 -1.593
C -5.353 1.521 -1.809
C -5.164 0.192 -1.463
C -3.942 -0.161 -0.913
N -2.956 0.706 -0.705
H -1.271 4.914 -0.758
H -3.025 4.797 -0.505
H -2.352 4.577 -2.123
H 3.127 1.922 2.130
H 5.372 2.996 2.286
H 5.805 5.106 1.068
H 4.010 6.137 -0.284
H 1.787 5.043 -0.430
H -4.465 3.471 -1.854
H -6.290 1.849 -2.241
H -5.936 -0.549 -1.610
H -3.745 -1.187 -0.622
C -0.265 -4.885 -0.848
C -0.440 -3.397 -0.880
N -0.569 -2.675 0.178
N -0.491 -3.297 1.389
C -0.906 -2.497 2.373
O -1.389 -1.338 2.232
C -0.770 -3.075 3.745
C -1.055 -2.267 4.841
C -0.931 -2.763 6.130
C -0.526 -4.075 6.332
C -0.244 -4.887 5.242
C -0.364 -4.390 3.953
C -0.523 -2.689 -2.181
C -0.548 -3.387 -3.388
C -0.650 -2.689 -4.577
C -0.728 -1.304 -4.548
C -0.694 -0.687 -3.308
N -0.589 -1.350 -2.162
H -0.127 -5.201 0.181
H 0.601 -5.191 -1.440
H -1.145 -5.392 -1.254
H -1.373 -1.249 4.660
H -1.151 -2.126 6.977
H -0.431 -4.466 7.337
H 0.070 -5.912 5.395
H -0.145 -5.009 3.095
H -0.494 -4.466 -3.393
H -0.673 -3.220 -5.520
H -0.812 -0.720 -5.454
H -0.754 0.395 -3.232
C 2.395 1.412 -2.220
C 2.785 0.380 -1.191
C 4.253 0.170 -0.960
O 1.947 -0.256 -0.587
H 3.216 2.097 -2.426
H 1.518 1.973 -1.893
H 2.140 0.887 -3.145
H 4.746 -0.043 -1.911
H 4.429 -0.636 -0.253
H 4.670 1.102 -0.571

Atomic forces in eV per Å
Sr 0.12 0.03 0.09
C -0.08 -0.08 -0.05
C 0.17 0.06 0.08
N -0.11 0.26 -0.13
N 0.03 0.07 0.01
C -0.28 -0.11 -0.14
O 0.09 0.05 0.04
C 0.07 -0.02 0.04
C -0.01 0.01 0.00
C -0.01 0.00 -0.01
C -0.02 -0.02 0.01
C 0.02 -0.01 0.02
C 0.02 0.02 -0.04
C 0.07 0.00 0.04
C -0.02 0.10 -0.03
C -0.02 -0.11 0.01
C -0.03 0.13 -0.04
C 0.02 -0.01 0.01
N 0.07 -0.16 0.01
H 0.00 0.02 0.00
H 0.00 0.01 -0.02
H -0.01 0.01 0.01
H 0.01 0.00 0.00
H 0.00 0.00 0.00
H 0.00 0.00 0.00
H -0.01 0.00 0.00
H 0.00 -0.01 0.01
H 0.02 -0.02 0.01
H 0.00 0.00 0.00
H 0.01 -0.01 0.00
H 0.02 0.01 0.01
C 0.06 0.01 -0.11
C -0.07 -0.04 0.19
N 0.01 -0.31 -0.12
N -0.08 -0.03 0.02
C 0.06 -0.08 -0.39
O 0.09 0.00 0.20
C -0.10 0.08 0.12
C -0.01 0.01 -0.03
C 0.01 -0.03 0.02
C 0.00 0.01 0.00
C -0.01 0.02 -0.04
C 0.02 -0.03 0.02
C 0.04 0.03 0.07
C 0.02 -0.11 0.03
C -0.01 0.11 -0.08
C 0.01 -0.10 0.02
C 0.02 -0.03 -0.01
N -0.11 0.21 0.08
H 0.00 0.00 0.01
H -0.02 -0.01 -0.01
H 0.01 0.00 -0.01
H 0.00 -0.01 0.00
H 0.00 0.00 0.00
H 0.00 0.01 0.00
H 0.00 0.00 0.01
H 0.00 0.00 0.00
H 0.00 0.03 0.01
H 0.00 -0.01 0.00
H 0.00 0.01 0.00
H -0.01 0.00 0.02
C 0.01 -0.02 -0.01
C 0.04 0.09 -0.02
C -0.04 -0.01 -0.01
O -0.14 -0.06 0.01
H -0.03 0.03 -0.02
H 0.03 -0.02 0.05
H 0.04 -0.02 0.01
H 0.03 0.03 0.01
H -0.05 -0.01 0.00
H 0.03 0.00 -0.02

As for the energy above the lowest of the compared OMol25 structures with the same formula, charge and spin: 1.2 kcal per mole. The total energy is -48556.561 eV. For the gap between HOMO and LUMO, the calculation gives 7.459 eV. Its HOMO energy is -0.2751 hartree.

These are the Löwdin partial charges, in e, on atoms 1 to 5: 1.52 -0.03 -0.28 -0.05 0.03

Record 2
A structure of composition C23H41N2P3ScSe in a non-equilibrium geometry. Source: the OMol25 dataset; level of theory: wB97M-V/def2-TZVPD.

Positions of all 71 atoms, in Å:
Sc -0.169 -0.778 -0.073
P 0.290 1.710 1.137
P -2.537 0.166 -0.546
P 2.271 -0.566 -0.780
H -1.587 -3.115 -4.406
C -0.715 -3.458 -3.810
C -0.441 -3.315 -2.498
H -1.041 -2.611 -1.917
C 0.391 3.331 0.247
C -1.041 1.962 2.406
C 1.756 1.716 2.261
C -3.320 -0.610 -2.000
C -3.864 -0.105 0.708
C -3.081 1.873 -0.932
C 2.670 -1.465 -2.304
C 3.642 -1.119 0.242
C 3.046 0.955 -1.370
H -0.098 -4.080 -4.467
H 0.326 -3.925 -1.994
H 0.540 4.188 0.927
H -0.521 3.526 -0.342
H 1.236 3.327 -0.462
H -1.096 3.011 2.717
H -0.846 1.340 3.288
H -2.033 1.696 2.027
H 1.948 2.730 2.645
H 2.673 1.376 1.759
H 1.587 1.060 3.130
H -4.381 -0.343 -1.909
H -3.212 -1.701 -2.016
H -2.909 -0.195 -2.929
H -4.730 0.427 0.320
H -3.583 0.295 1.683
H -4.083 -1.168 0.779
H -4.181 1.802 -0.924
H -2.729 2.200 -1.920
H -2.765 2.594 -0.167
H 3.743 -1.270 -2.406
H 2.130 -1.056 -3.162
H 2.474 -2.532 -2.197
H 4.543 -0.936 -0.363
H 3.524 -2.194 0.425
H 3.687 -0.557 1.184
H 4.037 0.591 -1.695
H 3.163 1.707 -0.582
H 2.502 1.381 -2.225
C 0.170 0.624 -4.854
C -0.265 -0.680 -5.158
C -0.014 -1.173 -6.443
C 0.732 -0.411 -7.368
C 1.144 0.885 -7.030
C 0.852 1.449 -5.777
Se -0.162 1.255 -3.013
H 0.161 -0.146 -2.661
H -0.754 -1.304 -4.393
H -0.345 -2.155 -6.778
H 1.027 -0.816 -8.329
H 1.724 1.434 -7.763
H 1.123 2.470 -5.481
N -0.739 -0.211 6.987
C -0.528 -0.639 5.914
C -0.364 -1.253 4.571
C -1.494 -1.507 3.790
C -1.359 -1.702 2.401
N -0.114 -1.731 1.808
C 0.982 -1.717 2.616
C 0.873 -1.477 3.974
H -2.490 -1.507 4.253
H -2.264 -1.779 1.772
H 1.905 -1.815 2.093
H 1.770 -1.447 4.558

Atomic forces in eV per Å
Sc -0.01 0.56 -0.12
P -0.13 0.66 0.96
P -2.18 0.92 -0.60
P 1.64 0.45 -1.30
H 0.54 0.35 1.05
C -0.10 -0.69 0.06
C 0.15 -0.20 -1.23
H -0.41 -0.17 0.34
C 0.04 -0.09 -0.53
C -0.18 -0.11 -0.29
C 0.37 -0.13 -0.06
C 0.09 -0.48 -0.15
C 0.65 -0.51 0.07
C 0.49 0.59 -0.07
C -0.31 -0.62 0.00
C -0.08 -0.51 0.67
C -0.10 0.96 -0.01
H 0.02 -0.15 0.61
H -0.30 0.57 -0.33
H -0.09 -0.57 0.05
H 0.30 -0.21 0.26
H -0.30 -0.11 0.25
H 0.21 -0.13 -0.03
H 0.05 0.15 -0.21
H 0.19 0.08 -0.01
H -0.19 -0.24 -0.19
H -0.29 0.17 0.09
H -0.05 0.23 -0.40
H 0.19 -0.21 -0.23
H -0.17 0.19 -0.01
H -0.08 -0.06 0.25
H -0.10 -0.20 0.21
H -0.17 -0.05 -0.01
H -0.20 -0.05 0.17
H 0.53 0.25 -0.17
H -0.11 -0.10 0.38
H -0.14 -0.12 -0.19
H -0.21 -0.35 -0.31
H 0.09 -0.13 0.03
H 0.12 0.02 -0.25
H -0.20 -0.19 0.46
H 0.33 0.16 0.18
H 0.19 -0.26 -0.20
H -0.36 0.56 0.11
H 0.06 -0.06 -0.21
H 0.26 -0.09 0.33
C 0.17 0.01 -0.64
C 0.13 0.45 -0.17
C 0.61 0.36 -0.49
C -0.26 0.39 1.08
C -0.10 -0.17 0.20
C -0.54 -0.85 0.62
Se 0.03 -0.27 -0.63
H -0.02 -0.10 0.56
H 0.24 0.74 -0.71
H -0.02 0.09 0.38
H -0.24 -0.03 0.07
H -0.10 0.17 0.13
H 0.07 -0.48 -0.38
N 0.59 -0.90 -2.72
C -0.29 -0.33 1.26
C -0.39 0.71 0.59
C -0.81 -0.07 -0.82
C 0.67 0.12 0.99
N -1.07 -0.15 0.96
C -1.50 0.29 0.04
C 0.50 -0.14 -0.08
H 0.44 0.13 -0.34
H 0.75 -0.10 0.35
H 0.68 -0.11 0.10
H 0.39 0.15 0.28

Its total charge is +3. The total energy is -141382.240 eV. For the gap between HOMO and LUMO, the calculation gives 5.678 eV. Its HOMO energy is -0.5952 hartree.

These are the Löwdin partial charges, in e, on atoms 1 to 5: 0.68 0.80 0.71 0.69 0.09

Record 3
A structure of composition C37H29IN5O5PbS. Source: the OMol25 dataset; level of theory: wB97M-V/def2-TZVPD.

Positions of all 79 atoms, in Å:
Pb -1.436 0.415 0.121
C 0.333 0.818 4.828
C 0.039 0.991 3.371
N 0.113 0.073 2.490
N 0.509 -1.180 2.935
C 1.281 -1.769 2.123
O 1.792 -1.134 1.016
C 1.165 -3.800 3.250
C 1.783 -3.986 4.466
C 1.185 -4.846 5.379
C -0.001 -5.488 5.060
C -0.597 -5.283 3.821
C -0.011 -4.432 2.898
C -0.318 2.344 2.849
C -0.306 3.446 3.690
C -0.558 4.706 3.168
C -0.814 4.827 1.817
C -0.833 3.673 1.049
N -0.595 2.462 1.540
H 0.524 -0.226 5.052
H -0.512 1.163 5.425
H 1.204 1.409 5.115
H 2.710 -3.475 4.688
H 1.652 -5.012 6.341
H -0.462 -6.156 5.775
H -1.517 -5.794 3.571
H -0.441 -4.266 1.919
H -0.094 3.326 4.742
H -0.550 5.575 3.812
H -1.006 5.785 1.357
H -1.058 3.727 -0.006
C 7.327 -2.346 -2.192
C 5.902 -2.188 -1.750
C 5.311 -0.925 -1.685
C 3.992 -0.775 -1.298
C 3.262 -1.910 -0.971
C 3.818 -3.181 -1.024
C 5.140 -3.307 -1.414
S 1.599 -1.737 -0.468
O 1.795 -2.972 2.292
O 0.961 -3.014 -0.395
N 0.893 -0.563 -1.124
C 0.779 -0.412 -2.518
C 1.344 -1.235 -3.463
C 1.262 -0.943 -4.838
C 0.609 0.168 -5.275
C -0.040 1.007 -4.340
C -0.772 2.144 -4.748
C -1.433 2.893 -3.823
C -1.391 2.483 -2.482
N -0.699 1.450 -2.053
C 0.009 0.708 -2.961
H 7.875 -1.410 -2.112
H 7.366 -2.669 -3.235
H 7.840 -3.101 -1.597
H 5.895 -0.050 -1.940
H 3.533 0.204 -1.253
H 3.223 -4.045 -0.764
H 5.589 -4.291 -1.457
H 1.876 -2.127 -3.161
H 1.735 -1.614 -5.543
H 0.554 0.412 -6.327
H -0.806 2.395 -5.801
H -2.014 3.762 -4.096
H -1.981 3.008 -1.741
I -9.348 4.353 -2.210
C -7.554 3.415 -1.719
C -7.228 2.205 -2.319
C -6.033 1.585 -1.992
C -5.170 2.171 -1.073
C -5.508 3.381 -0.477
C -6.701 4.007 -0.797
C -3.881 1.502 -0.746
O -3.574 0.414 -1.276
O -3.080 2.090 0.072
H -7.901 1.751 -3.033
H -5.758 0.642 -2.445
H -4.832 3.823 0.243
H -6.968 4.946 -0.334

Atomic forces in eV per Å
Pb 0.01 -0.04 0.00
C -0.01 0.00 0.01
C -0.01 -0.01 0.00
N 0.04 0.01 0.00
N 0.02 -0.02 -0.04
C 0.03 0.03 0.04
O -0.01 -0.02 0.01
C -0.02 -0.02 -0.05
C -0.01 -0.02 0.04
C 0.03 0.03 -0.01
C -0.03 -0.01 -0.02
C 0.02 -0.01 0.04
C 0.02 -0.01 -0.01
C 0.00 -0.02 0.03
C 0.00 0.01 0.01
C 0.00 0.00 0.00
C 0.00 -0.02 -0.02
C 0.01 0.03 0.04
N -0.04 0.02 -0.06
H 0.00 0.00 0.00
H 0.00 0.01 0.00
H 0.01 -0.01 0.00
H 0.00 0.00 0.00
H 0.00 0.00 0.00
H 0.00 0.00 0.00
H 0.00 0.00 -0.01
H 0.00 0.01 0.01
H 0.00 0.00 0.00
H 0.00 0.00 0.00
H 0.00 0.00 0.01
H 0.00 0.00 -0.01
C 0.01 0.00 0.00
C -0.01 0.01 0.00
C 0.00 -0.01 0.00
C 0.01 0.02 -0.01
C -0.01 -0.02 0.02
C 0.00 0.00 0.00
C 0.00 0.00 -0.01
S -0.01 0.00 0.03
O -0.05 0.01 -0.01
O 0.01 -0.01 0.00
N 0.02 0.04 -0.03
C -0.03 0.00 0.00
C 0.00 0.01 -0.01
C 0.00 0.00 0.00
C 0.00 -0.01 0.00
C 0.00 -0.01 0.00
C 0.01 0.00 -0.02
C -0.01 0.00 0.03
C 0.03 -0.02 -0.02
N 0.00 0.03 0.01
C -0.01 0.00 0.00
H 0.00 0.00 0.00
H 0.00 0.00 0.00
H 0.00 0.00 0.00
H 0.00 0.00 0.00
H 0.00 0.00 0.00
H 0.00 0.00 0.00
H 0.00 0.00 0.00
H 0.00 0.00 0.01
H 0.00 0.00 0.00
H 0.00 0.00 0.00
H 0.00 0.00 0.00
H 0.00 0.00 0.00
H 0.00 0.01 0.00
I -0.01 0.00 0.00
C 0.01 -0.01 0.00
C -0.01 0.00 0.00
C 0.00 0.01 0.00
C -0.01 -0.01 -0.01
C -0.01 0.00 0.00
C 0.00 0.01 0.01
C 0.01 0.00 0.01
O -0.01 0.01 0.00
O -0.01 0.01 -0.01
H 0.00 0.00 0.00
H 0.00 0.00 0.00
H 0.00 0.00 0.00
H 0.00 0.00 0.00

As for the energy above the lowest of the compared OMol25 structures with the same formula, charge and spin: 3.6 kcal per mole. Its total charge is +1. The total energy is -80706.132 eV. For the gap between HOMO and LUMO, the calculation gives 7.729 eV. Its HOMO energy is -0.3854 hartree.

These are the Löwdin partial charges, in e, on atoms 1 to 5: 1.59 -0.01 -0.25 -0.01 0.15

Record 4
A structure of composition C15H18Cl2N6OS2Ti in a non-equilibrium geometry. Source: the OMol25 dataset; level of theory: wB97M-V/def2-TZVPD.

Positions of all 45 atoms, in Å:
Ti 0.719 -0.393 -0.028
N 1.998 0.540 3.020
C 1.194 -0.530 2.986
N 0.536 -0.890 1.906
C -0.157 -2.073 2.088
C -0.068 -2.577 3.347
S 0.936 -1.585 4.346
C -0.846 -2.587 0.915
C -1.864 -3.486 0.847
S -2.401 -3.685 -0.781
C -1.209 -2.517 -1.287
N -0.463 -2.050 -0.308
N -1.113 -2.150 -2.577
H 2.128 1.073 2.168
H 2.514 0.777 3.849
H -0.511 -3.468 3.746
H -2.344 -4.008 1.650
H -1.719 -2.558 -3.267
H -0.447 -1.458 -2.882
Cl 1.929 -1.020 -2.148
C 3.314 -1.697 -1.291
Cl 2.879 -1.633 0.410
H 4.193 -1.079 -1.486
H 3.460 -2.735 -1.597
C 2.072 3.546 0.614
C 1.471 2.465 -0.233
O 1.637 1.251 0.051
N 0.789 2.845 -1.326
C 0.050 1.925 -2.178
C -1.175 1.418 -1.445
C -2.443 1.832 -1.813
C -3.543 1.481 -1.037
C -3.306 0.743 0.119
C -2.021 0.336 0.408
N -0.954 0.618 -0.373
H 3.162 3.487 0.597
H 1.753 3.423 1.650
H 1.771 4.532 0.275
H 0.650 3.833 -1.484
H 0.713 1.097 -2.465
H -0.245 2.459 -3.082
H -2.577 2.430 -2.700
H -4.536 1.796 -1.313
H -4.109 0.495 0.794
H -1.819 -0.224 1.314

Atomic forces in eV per Å
Ti 1.63 -1.35 -0.98
N 0.03 0.18 -0.05
C -0.05 -0.21 0.68
N -0.22 -0.20 1.39
C -0.14 -0.57 1.25
C -0.01 0.21 -0.57
S -0.04 0.27 -0.52
C -0.94 -0.98 -0.09
C 0.47 0.48 -0.04
S 0.43 0.30 0.07
C -0.26 -0.43 0.31
N -0.94 -1.18 -0.44
N -0.02 0.15 -0.16
H 0.07 -0.13 0.26
H 0.01 0.04 -0.06
H -0.07 -0.22 0.04
H -0.09 -0.13 0.17
H 0.04 0.03 -0.02
H -0.16 -0.23 0.09
Cl 0.08 -0.02 -1.27
C 0.69 -0.33 -0.06
Cl 0.95 -0.49 0.47
H -0.23 -0.15 0.07
H -0.04 0.24 0.04
C -0.05 -0.09 -0.02
C 0.13 0.74 -0.46
O 1.18 2.87 -0.11
N 0.37 -0.17 0.62
C -0.19 -0.41 0.03
C -0.22 0.07 0.04
C -0.08 -0.07 0.11
C 0.46 -0.22 0.21
C -0.16 0.22 -0.27
C 0.01 0.12 0.00
N -2.42 1.40 -0.60
H -0.03 -0.09 -0.08
H -0.06 -0.02 -0.03
H 0.02 0.08 0.02
H 0.12 -0.05 0.09
H -0.17 0.35 -0.01
H 0.09 -0.09 0.09
H 0.04 0.12 -0.10
H -0.11 0.03 0.00
H -0.06 -0.07 0.06
H -0.06 0.01 -0.16

As for the energy above the lowest of the compared OMol25 structures with the same formula, charge and spin: 20.7 kcal per mole. Its total charge is +2. The total energy is -96654.908 eV. For the gap between HOMO and LUMO (spin up / spin down), the calculation gives 6.486 / 7.987 eV. Its expectation value of S² is 2.011. Its HOMO energy (spin up / spin down) is -0.4371 / -0.4979 hartree. The spin multiplicity is 3.

These are the natural (NBO) partial charges, in e, on atoms 1 to 5: 0.96 -0.78 0.29 -0.64 0.10